Entry from the Open Molecules 2025 dataset: a structure of composition C49H52N9O20S2 (ωB97M-V/def2-TZVPD).

Last column: Löwdin charge in e.
CARTESIAN COORDINATES (ANGSTROEM)
S 2.278 3.079 -0.513  0.610
S 3.613 2.049 1.710  0.586
O 3.794 -1.739 4.828  0.079
O -4.499 -1.057 2.958  0.072
O 4.631 1.662 0.695  -0.391
O -2.202 -1.742 12.526  0.069
O 3.306 4.069 -0.967  -0.391
O 2.327 1.767 -1.225  -0.393
O -3.271 -0.245 -5.433  0.062
O -3.218 -0.529 1.320  0.077
O 0.253 0.797 4.417  -0.186
O -1.642 4.978 7.751  0.086
O -3.311 0.089 12.382  0.070
O -1.732 -2.980 -9.970  0.060
O -0.447 2.542 0.733  -0.085
O 4.307 2.837 2.788  -0.409
O -2.149 0.275 -3.674  0.071
O -1.330 1.665 -14.112  0.079
O -1.972 3.374 6.360  0.034
O -0.301 -3.092 -8.375  0.069
O 0.476 1.842 -15.257  0.073
O 4.622 -3.167 6.201  0.067
N -2.444 -0.672 12.006  -0.363
N -3.449 -1.117 2.352  -0.351
N -1.213 0.541 -0.980  0.020
N 2.336 2.991 1.168  -0.330
N -2.227 -0.047 -4.838  -0.343
N -1.260 -3.514 -8.983  -0.315
N 4.720 -2.229 5.435  -0.354
N -0.199 1.329 -14.388  -0.361
N -2.262 4.446 6.853  -0.327
C 6.045 -1.643 5.232  -0.139
C 2.270 -1.175 -13.143  -0.070
C -5.685 6.421 5.368  -0.074
C -0.848 1.802 -1.632  -0.230
C 0.233 -0.009 -4.930  0.012
C -1.127 1.311 9.132  -0.052
C 1.381 -0.464 -6.995  -0.064
C 3.058 0.505 2.530  -0.237
C -4.921 7.017 6.365  -0.070
C -1.888 -4.742 -8.502  -0.138
C -2.383 -1.948 2.908  -0.142
C -1.971 -6.539 -6.923  -0.061
C -1.877 0.949 10.242  0.001
C 0.669 3.852 -0.995  -0.177
C 1.416 -0.140 -5.643  -0.052
C -2.966 -5.273 -9.196  0.000
C -0.666 -1.142 10.370  -0.008
C -3.791 6.374 6.852  -0.002
C 7.140 -2.186 5.891  -0.012
C 6.183 -0.546 4.390  0.026
C 1.532 -1.805 -12.147  -0.065
C 0.078 -0.774 9.258  -0.060
C -3.439 5.137 6.330  -0.138
C -2.607 -2.655 4.081  -0.004
C -3.544 -6.452 -8.748  -0.066
C 0.221 -1.417 -11.895  -0.059
C 8.537 -0.509 4.878  -0.073
C -0.353 -0.392 -12.634  0.010
C -4.188 4.538 5.327  0.010
C 1.702 -0.152 -13.887  -0.007
C -1.583 -3.423 4.615  -0.066
C -3.045 -7.085 -7.615  -0.070
C -0.843 1.598 4.836  -0.136
C -0.154 0.449 8.638  -0.054
C -0.137 -2.771 2.800  -0.072
C 7.436 0.023 4.217  -0.042
C -0.977 -0.205 -5.582  -0.136
C 1.544 0.172 2.386  -0.175
C -0.558 2.968 -0.615  -0.379
C 0.165 -0.665 -7.637  -0.097
C 8.391 -1.613 5.710  -0.078
C -1.157 -2.003 2.258  0.004
C -5.318 5.186 4.848  -0.061
C -1.386 -5.361 -7.366  0.007
C -1.642 -0.278 10.849  -0.154
C 0.572 1.169 3.071  -0.237
C -0.348 -3.477 3.977  -0.059
C 0.395 0.235 -13.621  -0.148
C -1.022 -0.538 -6.929  -0.007
H -3.359 -4.786 -10.078  0.119
H -5.914 4.726 4.070  0.110
H -0.549 -4.943 -6.824  0.123
H 2.365 0.013 -5.145  0.114
H 2.282 0.333 -14.660  0.117
H -3.564 -2.614 4.584  0.116
H 0.268 0.244 -3.880  0.105
H -0.387 1.135 2.492  0.099
H 9.514 -0.059 4.744  0.105
H -1.744 -3.977 5.531  0.105
H -0.480 -2.094 10.847  0.116
H 0.912 2.224 3.072  0.120
H -5.208 7.980 6.766  0.106
H -0.986 -1.454 1.341  0.111
H -3.908 3.577 4.917  0.123
H -3.495 -8.008 -7.271  0.107
H 9.252 -2.025 6.221  0.102
H -1.254 1.194 5.778  0.075
H -1.588 -7.032 -6.040  0.110
H 3.388 0.476 3.585  0.076
H 0.424 0.731 7.766  0.112
H -1.850 0.698 -0.200  0.052
H 0.837 -1.441 8.871  0.109
H 7.552 0.882 3.569  0.120
H -1.678 1.590 4.095  0.094
H 0.452 -4.071 4.401  0.109
H -6.570 6.922 4.995  0.105
H -3.203 6.842 7.630  0.118
H 1.981 -2.600 -11.564  0.107
H -1.966 -0.696 -7.435  0.117
H -1.728 2.106 -2.240  0.101
H 0.146 1.784 0.724  0.027
H -1.301 2.263 8.647  0.088
H 0.825 -2.816 2.306  0.110
H 3.610 -0.319 2.026  0.101
H 5.332 -0.125 3.872  0.096
H -0.544 2.654 4.960  0.085
H -1.447 3.640 -0.634  0.139
H 1.241 0.050 1.328  0.104
H -0.015 1.615 -2.329  0.085
H 2.306 -0.558 -7.551  0.106
H 1.389 -0.810 2.894  0.089
H -4.381 -6.880 -9.284  0.108
H 0.711 4.125 -2.067  0.109
H -0.394 0.020 -0.693  0.057
H 3.291 -1.481 -13.337  0.106
H 0.568 4.804 -0.432  0.104
H 0.143 -0.914 -8.683  0.083
H -1.373 -0.093 -12.430  0.121
H -2.634 1.623 10.619  0.117
H -0.351 -1.912 -11.120  0.067
H 7.033 -3.043 6.542  0.114

Values from the calculation:
net charge	-1
E_HOMO	-5.79	eV
frontier orbital gap	0.2183	Ha